(1)
Below is a cluster of 7 separate species, C16H36Cl8N2O4 in total at a distorted geometry, with properties calculated with ωB97M-V/def2-TZVPD.

Structure (XYZ):
```
66
Properties=species:S:1:pos:R:3:forces:R:3:lowdin_charge:R:1
Cl -2.10327 -2.61710 -1.85190 -0.434 -0.193 0.013 0.550
Cl -0.87489 -2.86706 -6.08110 -0.147 -0.009 0.136 0.547
Cl -2.15813 0.34997 -0.14210 -0.292 -0.171 0.344 0.597
Cl 3.00708 0.48934 0.38175 -0.244 0.821 0.015 0.584
Cl -0.92526 1.04291 -5.54590 -0.133 0.077 0.187 0.598
Cl 4.47152 -2.15207 -0.63971 -0.331 -0.283 0.231 0.539
Cl 1.28857 -3.50831 -3.49854 -0.028 -0.180 -0.245 0.582
Cl -1.80634 3.66597 -3.50811 -0.022 -0.065 0.099 0.572
O -0.03986 2.83450 -0.40656 -0.316 -0.091 0.207 0.052
O 1.63055 2.73778 -1.74684 0.159 -0.006 -0.310 0.001
O 1.75064 -0.26418 -3.01858 -0.090 0.041 0.444 0.036
O 2.55104 -0.04580 -4.98303 0.264 0.295 -0.331 0.035
N 0.86019 3.33830 -1.02125 0.389 0.286 0.325 -0.446
N 2.65459 0.00382 -3.77213 -0.076 0.011 -0.452 -0.409
C 0.12481 2.38917 -4.98363 -0.704 -0.169 -0.280 -0.623
C -2.74014 -0.78086 5.96152 -0.799 -0.362 0.199 -0.245
C -0.65117 3.68381 -4.86189 0.301 -0.164 0.010 -0.649
C 0.69162 -2.07369 -5.77033 -0.134 -0.233 -0.205 -0.707
C -1.32048 -0.48594 8.73080 -0.143 -0.351 -0.292 -0.116
C 1.05349 4.82844 -0.92652 -0.415 -0.682 -0.574 0.063
C -1.00323 -1.24394 -2.06171 0.422 -0.363 0.546 -0.704
C -2.50815 -0.86605 4.47325 0.746 -0.646 -0.471 -0.286
C -2.18950 -1.67295 8.27490 -0.481 0.711 -0.298 -0.265
C -2.09912 -1.91867 6.75147 0.377 0.014 0.989 -0.231
C 1.70499 -3.00607 -5.17101 0.366 0.483 0.279 -0.626
C -3.23709 0.17901 3.66136 0.130 0.979 -0.668 -0.116
C 2.45177 -1.09522 0.92193 0.779 -0.469 -0.067 -0.632
C -1.61713 0.09672 -1.79398 0.459 0.414 -1.046 -0.690
C 3.95590 0.44663 -3.22993 -0.387 0.258 0.575 0.053
C 2.72677 -2.09992 -0.18921 -0.129 0.475 0.317 -0.638
H 1.05518 -1.76638 -6.75020 0.063 0.175 0.097 0.077
H 0.85741 5.11272 -1.95943 0.097 0.506 0.165 0.087
H 3.03772 -1.29880 1.81625 -0.130 -0.247 -0.001 0.066
H 0.53291 2.08726 -4.02281 0.287 0.021 -0.112 0.034
H 2.21238 -1.76517 -1.08576 -0.121 -0.304 -0.052 0.009
H 0.31173 5.21822 -0.24257 0.040 0.054 0.042 0.097
H 2.61796 -2.41598 -5.07499 0.048 -0.289 -0.085 0.052
H -3.25105 -1.45135 8.43184 0.053 0.012 0.467 0.100
H 0.84947 2.47928 -5.78766 0.367 0.122 0.312 0.073
H 3.88382 1.53233 -3.16645 0.103 0.005 -0.160 0.105
H -1.82044 0.46808 8.57189 0.079 0.052 0.057 0.062
H 4.00799 0.06550 -2.21562 0.314 -0.151 -0.073 0.021
H -1.03664 -2.06224 6.53077 -0.062 -0.020 -0.417 0.107
H -2.72467 -1.87935 4.11329 -0.392 0.060 0.113 0.111
H -1.42269 -0.82101 4.30725 -0.067 0.397 -0.135 0.109
H -2.87077 1.18091 3.91149 -0.198 -0.017 0.344 0.075
H 1.39413 -1.07552 1.17574 -0.045 0.136 -0.164 0.078
H -2.49233 0.21355 6.34145 0.243 -0.072 -0.009 0.110
H -1.94418 -2.51739 8.91780 0.025 -0.366 -0.453 0.097
H -2.64795 -2.83201 6.51564 0.214 -0.139 -0.129 0.109
H -2.40702 0.30573 -2.51483 -0.238 -0.017 0.308 0.073
H -1.05162 -0.58482 9.78111 -0.055 0.149 0.047 0.063
H -0.19576 -1.42850 -1.35265 0.086 0.100 -0.146 0.044
H 0.54472 -1.19816 -5.14222 -0.163 -0.235 -0.170 -0.018
H -3.06510 0.15799 2.58196 0.233 -0.568 0.051 0.024
H 4.72637 0.12104 -3.91508 0.102 -0.013 0.087 0.104
H -1.20183 3.89383 -5.77399 -0.013 0.073 0.017 0.068
H -0.39602 -0.48888 8.14766 0.068 0.113 0.090 0.071
H -4.32538 0.18742 3.74375 0.027 -0.197 0.442 0.075
H 1.89919 -3.88110 -5.78301 -0.154 -0.129 0.121 0.073
H -3.82039 -0.90153 6.12602 0.003 0.248 0.073 0.119
H -0.60621 -1.31997 -3.06969 -0.052 0.232 -0.013 0.020
H 2.39829 -3.08110 0.14495 0.153 -0.136 -0.277 0.081
H 0.05685 4.48337 -4.64837 -0.037 0.074 -0.125 0.066
H 2.07840 5.03357 -0.64381 0.037 -0.050 0.014 0.098
H -0.83425 0.83996 -1.96274 -0.007 -0.011 -0.005 0.037
```
Forces are in eV/Å.

Results
Structure (SMILES): C[N+](=O)[O-].C[N+](=O)[O-].CCCCCC.ClCCCl.ClCCCl.ClCCCl.ClCCCl


(2)
Below is an isolated molecule of C4H5Cl2NO at a distorted geometry, with properties calculated with ωB97M-V/def2-TZVPD.

Structure (XYZ):
```
13
Properties=species:S:1:pos:R:3:forces:R:3:lowdin_charge:R:1
Cl -3.54298 -1.33187 0.76015 -1.619 0.780 0.591 0.687
Cl -2.20443 -3.35640 -0.75676 -0.078 -0.125 -0.466 0.600
O 0.28186 -1.92263 0.42665 -1.101 -0.475 0.335 0.070
N -1.23108 0.87689 0.95722 -0.014 -0.446 0.330 0.141
C 0.34638 0.69801 -0.99965 -1.486 -0.081 0.280 -0.013
C -2.13424 -2.20441 0.58448 3.698 0.661 -1.121 -1.134
C -0.78012 -1.33918 0.38587 1.863 0.766 -1.495 -0.365
C -0.54470 0.20747 0.14118 -1.465 -1.699 0.104 -0.334
H -1.07184 1.85956 0.92655 0.310 1.137 -0.142 0.052
H 0.74973 -0.06108 -1.67650 -0.188 0.125 0.391 0.087
H -1.71423 -2.78537 1.36810 -0.876 -0.605 1.386 0.054
H 1.08916 1.39682 -0.68115 0.770 0.100 0.502 0.070
H -0.38260 1.34077 -1.49850 0.187 -0.138 -0.695 0.084
```
Forces are in eV/Å.

Results
Relative energy (zero: lowest compared OMol25 entry of this formula, charge and spin) in kcal per mole: 30.6
Structure (SMILES): [H]/N=C(\C)C(=O)C(Cl)Cl


The following gap between HOMO and LUMO values (in eV) correspond, in order, to the records above: 10.06 9.84.